Entry 1:
Below is 2 unconnected molecules or ions with the total composition C3H4O2 at a distorted geometry, with properties calculated with ωB97M-V/def2-TZVPD.

Properties
- HOMO-LUMO gap (spin up / spin down): 0.315 / 0.346 Ha
- Spin multiplicity: 1
- Charge: 0
- Highest occupied orbital energy (spin up / spin down): -8.8 / -9.3 eV

```
9
Properties=species:S:1:pos:R:3:forces:R:3
C -1.630 0.010 -0.547 -0.709 -0.588 0.158
C -1.001 0.336 0.539 2.108 -0.506 -1.077
C 1.433 0.013 -0.181 -1.598 -0.088 2.260
O 2.340 0.690 0.550 1.767 4.230 -1.831
O 1.847 -0.469 1.058 -1.485 -3.951 1.459
H -2.722 -0.107 -0.650 0.467 0.186 0.154
H -1.003 -0.358 -1.339 -0.271 0.274 -0.684
H -1.032 0.448 1.599 -0.109 0.448 0.245
H 1.768 -0.563 -1.031 -0.170 -0.004 -0.684
```
Forces are in eV/Å.

=====

Entry 2:
Below is a molecular structure, C13H23GeN4O3SZn, with properties calculated with ωB97M-V/def2-TZVPD.

Properties
- HOMO-LUMO gap: 0.289 Ha
- Spin multiplicity: 1
- Charge: -1
- Highest occupied orbital energy: -5.4 eV

```
46
Properties=species:S:1:pos:R:3:forces:R:3
Zn 0.052 -1.062 0.303 0.233 -0.232 0.162
N -0.292 -0.989 2.658 -0.078 -0.014 -0.012
C -1.311 -1.940 3.126 0.062 0.008 -0.091
C -1.117 -3.307 2.469 -0.049 0.108 0.039
C -1.702 -3.371 1.053 0.223 -0.085 -0.115
O -2.531 -4.238 0.804 -0.049 0.040 -0.010
O -1.265 -2.504 0.210 -0.173 -0.018 -0.101
H 0.614 -1.212 3.055 0.010 -0.007 -0.021
H -0.515 -0.039 2.928 -0.008 0.006 0.001
H -2.289 -1.541 2.853 0.004 0.019 0.001
H -1.297 -2.046 4.215 0.001 -0.005 0.056
H -1.606 -4.081 3.056 0.006 -0.009 0.045
H -0.046 -3.533 2.426 -0.018 -0.018 -0.006
C -1.999 -1.189 -3.742 0.038 -0.060 0.030
S -1.063 -0.018 -2.764 -0.226 0.034 0.155
C -0.165 0.734 -4.117 0.094 -0.066 -0.002
O -0.056 -0.833 -2.011 0.106 0.037 -0.164
H -2.664 -0.645 -4.412 -0.001 -0.019 0.009
H -2.574 -1.791 -3.040 0.022 -0.005 -0.006
H -1.295 -1.818 -4.289 -0.056 -0.011 -0.017
H -0.873 1.180 -4.815 0.019 0.013 0.025
H 0.436 -0.043 -4.591 0.006 0.062 -0.042
H 0.476 1.502 -3.686 -0.002 -0.017 -0.032
C 1.922 1.752 2.109 -0.070 -0.003 0.027
Ge 2.666 0.843 0.529 0.037 0.097 -0.051
C 2.108 1.949 -0.999 -0.052 -0.020 -0.058
C 4.632 1.019 0.631 0.031 0.043 0.013
C 2.063 -0.976 0.345 0.091 -0.019 0.005
H 2.355 2.751 2.198 -0.015 -0.018 0.025
H 2.109 1.215 3.042 0.012 -0.012 -0.040
H 0.843 1.862 1.975 0.038 0.002 0.038
H 2.303 3.005 -0.799 0.009 -0.015 -0.015
H 1.035 1.824 -1.170 0.075 0.007 0.016
H 2.647 1.663 -1.906 -0.044 -0.008 0.029
H 4.927 2.071 0.680 0.010 -0.045 0.002
H 5.086 0.574 -0.257 0.008 0.014 0.030
H 5.031 0.508 1.510 -0.018 0.009 -0.024
H 2.500 -1.575 1.154 -0.055 0.015 -0.026
H 2.484 -1.353 -0.594 -0.076 -0.046 0.026
N -1.111 0.657 0.262 -0.109 0.165 0.092
C -2.015 1.367 0.136 -0.196 0.169 0.099
C -3.095 2.235 -0.012 -0.072 0.135 -0.092
C -3.378 2.766 -1.298 0.057 -0.158 0.185
N -3.597 3.178 -2.355 0.021 0.009 -0.008
C -3.892 2.583 1.109 0.136 -0.086 -0.181
N -4.541 2.865 2.022 0.018 0.003 0.003
```
Forces are in eV/Å.

=====

Entry 3:
Below is a single C14H13NO3 molecule at a distorted geometry, with properties calculated with ωB97M-V/def2-TZVPD.

Properties
- HOMO-LUMO gap: 0.254 Ha
- Spin multiplicity: 1
- SMILES: CCc1ccc(N)c2c1C(=O)C=C(CC=O)C2=O
- Charge: 0
- Highest occupied orbital energy: -8.8 eV

```
31
Properties=species:S:1:pos:R:3:forces:R:3
C -3.094 -3.116 0.417 -0.548 0.005 0.230
C -1.635 -3.017 -0.359 0.790 0.322 -0.230
C -0.514 -2.118 0.443 1.938 2.877 1.478
C 0.621 -2.710 1.480 0.353 3.583 -0.063
C 1.725 -1.768 2.301 -2.696 2.027 -2.778
C 1.728 -0.116 2.045 -2.680 -1.519 -1.747
N 2.701 0.824 2.721 -1.556 -1.139 -0.934
C 0.607 0.472 0.980 -0.260 -2.089 0.022
C -0.514 -0.490 0.195 2.215 -1.265 1.804
C -1.580 0.252 -0.859 -3.815 -0.865 -0.152
O -2.868 -0.109 -0.990 8.144 2.110 0.645
C -0.917 1.531 -1.708 2.711 1.237 3.140
C 0.097 2.403 -0.989 -2.697 -1.996 -2.033
C 0.769 3.624 -1.873 1.166 -1.204 0.117
C 1.804 2.877 -2.948 0.260 2.874 -5.280
O 2.017 3.361 -4.194 -1.400 -3.132 7.996
C 0.529 2.098 0.598 0.415 2.477 3.134
O 0.755 3.078 1.500 -1.140 -6.009 -5.924
H -3.011 -2.693 1.527 -0.107 -1.095 -2.438
H -3.489 -4.243 0.434 1.046 2.490 0.081
H -3.946 -2.477 -0.118 2.171 -1.305 1.043
H -1.149 -4.081 -0.555 -1.140 2.217 0.571
H -1.777 -2.503 -1.425 0.292 -1.140 2.429
H 0.692 -3.862 1.679 -0.278 2.477 -0.524
H 2.524 -2.221 3.055 -2.004 1.015 -1.905
H 2.990 1.622 2.112 -0.754 -1.065 0.605
H 2.333 1.215 3.616 0.185 -0.615 -1.168
H -1.206 1.718 -2.838 0.478 -0.371 2.684
H -0.018 4.249 -2.474 1.617 -1.240 1.317
H 1.481 4.299 -1.193 -1.810 -1.386 -1.409
H 2.342 1.903 -2.578 -0.896 1.722 -0.712
```
Forces are in eV/Å.

=====

Entry 4:
Below is 8 unconnected molecules or ions with the total composition C51H51F7IN4O at a distorted geometry, with properties calculated with ωB97M-V/def2-TZVPD.

Properties
- HOMO-LUMO gap: 0.249 Ha
- Spin multiplicity: 1
- Charge: +1
- Highest occupied orbital energy: -10.6 eV

```
115
Properties=species:S:1:pos:R:3:forces:R:3
C -1.025 -2.978 -0.541 -0.029 0.169 0.435
C -0.757 -1.838 -0.279 0.521 0.116 0.163
C -0.332 -0.493 0.171 -0.647 -0.332 -0.413
C -0.869 -0.295 1.629 -0.215 0.554 -0.143
I -2.355 1.280 1.691 0.096 -0.283 -0.010
N 0.132 0.038 2.687 0.597 -0.176 -0.035
C 1.439 0.007 2.213 -0.265 0.732 -0.666
N 2.376 -0.632 2.818 -0.292 -0.121 0.252
O 2.135 -1.270 4.004 0.278 0.008 -0.266
N 1.760 0.666 1.015 -0.735 -0.536 0.421
C 1.188 -0.232 -0.060 0.510 -0.859 -0.195
C 2.071 -1.495 -0.167 0.158 0.497 -0.196
C 2.457 -1.771 -1.627 0.629 -0.333 0.540
C 3.584 -2.805 -1.667 0.116 0.140 0.392
N 3.270 -3.994 -0.863 -0.102 0.058 -0.261
H -1.275 -4.010 -0.611 -0.079 0.022 -0.323
H -0.874 0.206 -0.466 0.115 0.127 0.064
H -1.391 -1.193 1.940 0.041 0.042 0.118
H -0.021 0.995 3.004 -0.225 -0.142 0.430
H 3.324 -0.631 2.447 0.099 0.111 0.178
H 2.096 -2.216 3.791 -0.003 -0.085 0.092
H 1.142 1.480 1.027 0.288 0.231 -0.148
H 1.298 0.308 -0.998 -0.032 0.177 0.098
H 1.659 -2.370 0.333 -0.179 0.041 -0.081
H 3.020 -1.270 0.333 -0.006 -0.017 0.000
H 2.914 -0.842 -1.978 -0.343 0.023 -0.428
H 1.601 -2.050 -2.240 -0.051 0.075 -0.015
H 4.443 -2.324 -1.186 0.087 -0.065 -0.134
H 3.896 -3.032 -2.691 -0.216 0.029 -0.077
H 2.361 -4.354 -1.133 -0.001 -0.077 -0.047
H 3.937 -4.724 -1.084 0.028 -0.068 0.133
F -0.108 -0.345 -3.227 -0.047 -0.001 0.148
C 0.475 0.395 -4.200 0.183 0.208 -0.291
C 0.929 -0.237 -5.340 -0.031 -0.238 0.022
C 1.528 0.524 -6.334 -0.012 0.119 0.084
C 1.670 1.896 -6.173 0.018 0.011 -0.038
C 1.210 2.511 -5.018 0.021 -0.089 -0.066
C 0.603 1.759 -4.022 -0.073 0.021 0.237
H 0.814 -1.308 -5.444 -0.031 0.013 0.009
H 1.883 0.044 -7.235 0.001 -0.023 0.006
H 2.139 2.485 -6.950 -0.003 0.002 0.004
H 1.321 3.579 -4.890 -0.022 0.005 0.011
H 0.227 2.222 -3.118 -0.020 -0.008 -0.016
F -4.910 3.170 1.693 0.067 -0.070 -0.003
C -5.732 2.973 0.630 -0.219 -0.009 -0.266
C -6.432 4.050 0.126 0.072 0.193 0.088
C -7.261 3.854 -0.969 0.027 -0.131 0.008
C -7.386 2.591 -1.532 -0.102 -0.020 0.003
C -6.678 1.520 -1.003 -0.040 0.131 -0.016
C -5.838 1.709 0.085 0.139 -0.102 0.154
H -6.324 5.025 0.583 0.015 -0.018 0.010
H -7.810 4.689 -1.384 -0.006 0.010 0.014
H -8.036 2.443 -2.384 -0.018 0.005 0.016
H -6.775 0.535 -1.439 0.038 -0.016 0.007
H -5.274 0.888 0.504 -0.033 -0.014 0.009
F -7.973 3.860 -5.101 -0.030 -0.002 0.022
C -6.694 3.751 -5.516 0.239 -0.012 -0.091
C -5.752 3.246 -4.644 -0.003 -0.074 0.171
C -4.437 3.130 -5.073 -0.044 0.071 -0.154
C -4.083 3.526 -6.356 0.053 -0.008 -0.003
C -5.048 4.035 -7.215 0.028 -0.053 0.126
C -6.367 4.147 -6.798 -0.130 0.070 -0.113
H -6.047 2.949 -3.648 0.021 0.012 -0.031
H -3.688 2.729 -4.402 -0.011 -0.001 0.023
H -3.057 3.437 -6.686 -0.005 0.001 -0.007
H -4.774 4.347 -8.214 -0.020 -0.004 -0.013
H -7.135 4.535 -7.454 -0.010 0.004 0.028
F 6.764 -5.532 -1.223 -0.037 0.000 -0.010
C 7.623 -4.557 -0.857 0.199 0.163 0.037
C 7.145 -3.486 -0.131 -0.358 0.022 0.086
C 8.020 -2.481 0.247 0.192 -0.062 -0.052
C 9.359 -2.552 -0.110 0.031 0.000 0.005
C 9.822 -3.637 -0.844 -0.134 0.058 0.066
C 8.952 -4.652 -1.219 0.062 -0.122 -0.093
H 6.097 -3.437 0.135 0.004 -0.095 -0.002
H 7.649 -1.644 0.820 -0.033 0.039 -0.057
H 10.042 -1.765 0.183 0.007 -0.008 -0.015
H 10.864 -3.695 -1.127 0.004 -0.025 -0.002
H 9.295 -5.508 -1.786 -0.024 0.003 -0.004
F 6.433 0.622 1.005 -0.050 -0.047 -0.008
C 6.722 1.041 2.258 0.071 0.095 0.267
C 7.735 0.417 2.961 0.063 -0.137 -0.103
C 8.027 0.855 4.244 -0.130 0.102 -0.003
C 7.303 1.897 4.808 0.011 0.005 0.043
C 6.287 2.508 4.086 0.075 -0.101 0.019
C 5.993 2.082 2.798 -0.186 0.032 -0.087
H 8.285 -0.397 2.508 0.028 0.029 -0.003
H 8.821 0.381 4.805 0.005 -0.018 -0.014
H 7.533 2.234 5.810 0.000 0.006 -0.006
H 5.723 3.320 4.525 0.007 0.022 -0.019
H 5.213 2.553 2.212 0.036 0.006 -0.033
F -4.234 2.439 8.593 -0.026 0.018 0.029
C -3.396 1.901 7.694 0.144 -0.099 -0.154
C -2.648 2.740 6.891 0.002 0.190 -0.002
C -1.780 2.180 5.966 -0.045 -0.164 0.032
C -1.677 0.799 5.851 0.037 0.024 -0.043
C -2.441 -0.026 6.666 0.028 0.118 -0.038
C -3.305 0.526 7.600 -0.090 -0.109 0.085
H -2.749 3.812 6.992 -0.016 -0.013 0.031
H -1.183 2.825 5.333 -0.022 0.039 0.008
H -1.001 0.364 5.127 0.004 -0.051 0.027
H -2.365 -1.101 6.575 -0.004 -0.007 0.028
H -3.905 -0.097 8.249 -0.018 0.032 0.002
F -4.746 -1.278 -0.786 0.045 0.041 -0.002
C -5.183 -2.299 -0.017 -0.098 -0.203 0.134
C -4.348 -2.811 0.955 0.164 0.087 0.076
C -4.801 -3.857 1.747 -0.126 0.004 -0.076
C -6.073 -4.378 1.553 -0.004 -0.042 0.031
C -6.896 -3.849 0.567 0.119 0.011 0.062
C -6.453 -2.798 -0.223 -0.101 0.077 -0.135
H -3.357 -2.397 1.085 -0.015 0.018 -0.047
H -4.160 -4.266 2.517 0.013 0.005 -0.004
H -6.422 -5.195 2.169 -0.005 0.003 -0.005
H -7.886 -4.255 0.413 -0.013 0.019 -0.006
H -7.082 -2.369 -0.992 0.025 -0.002 -0.010
```
Forces are in eV/Å.

=====

Calculated total energy
In order: -266.8596; -5208.4303; -821.2065; -3264.6014
Unit: hartree